14 unconnected molecules or ions with the total composition C64H166N18O24 in a non-equilibrium geometry. Source: OMol25; level of theory: ωB97M-V/def2-TZVPD.

* gap between HOMO and LUMO: 8.71 eV
* max |F|: 3.19 eV/A
* E_HOMO: -8.229 eV
* ΔE to the lowest compared entry with this formula, charge and spin: 0.000 eV

Each atom is followed by the atoms it is bonded to, with distances in Å.
Cartesian coordinates (Å):
1 C 3.98 -4.45 -1.63  O2 1.241, N3 1.351, N4 1.429
2 O 3.37 -5.53 -1.67  C1 1.241
3 N 3.41 -3.29 -2.03  C1 1.351, H5 1.003, H6 1.017
4 N 5.28 -4.37 -1.04  C1 1.429, H7 1.020, H8 0.980
5 H 4.03 -2.50 -2.08  N3 1.003
6 H 2.47 -3.27 -2.41  N3 1.017
7 H 5.79 -5.24 -0.88  N4 1.020
8 H 5.65 -3.57 -0.62  N4 0.980
9 C 2.50 5.94 0.88  O10 1.215, N11 1.377, N12 1.347
10 O 2.28 6.01 -0.31  C9 1.215
11 N 3.72 5.80 1.51  C9 1.377, H13 0.982, H14 1.020
12 N 1.47 5.99 1.75  C9 1.347, H15 0.993, H16 1.004
13 H 4.52 6.14 1.07  N11 0.982
14 H 3.76 5.86 2.53  N11 1.020
15 H 0.59 6.13 1.32  N12 0.993
16 H 1.62 5.72 2.70  N12 1.004
17 C 5.45 -0.23 0.06  O18 1.237, N19 1.388, N20 1.340
18 O 4.30 -0.64 -0.10  C17 1.237
19 N 5.95 0.74 -0.81  C17 1.388, H21 1.036, H22 1.029
20 N 6.28 -0.82 0.93  C17 1.340, H23 1.015, H24 0.994
21 H 5.26 1.13 -1.47  N19 1.036
22 H 6.74 1.35 -0.55  N19 1.029
23 H 5.95 -1.50 1.60  N20 1.015
24 H 7.21 -0.47 1.04  N20 0.994
25 C 3.98 -2.93 2.95  O26 1.212, N27 1.429, N28 1.433
26 O 5.18 -2.93 2.83  C25 1.212
27 N 3.13 -2.27 2.01  C25 1.429, H29 1.030, H30 1.000
28 N 3.26 -3.57 4.01  C25 1.433, H31 0.995, H32 1.010
29 H 3.54 -1.74 1.22  N27 1.030
30 H 2.26 -2.66 1.68  N27 1.000
31 H 2.28 -3.56 3.82  N28 0.995
32 H 3.65 -4.47 4.24  N28 1.010
33 C 3.24 5.12 8.89  O34 1.429, H42 1.102, H43 1.103, H44 1.067
34 O 3.40 5.34 7.48  C33 1.429, C35 1.411
35 C 3.30 4.13 6.76  O34 1.411, C36 1.528, H45 1.111, H46 1.105
36 C 3.31 4.41 5.26  C35 1.528, N37 1.457, H47 1.098, H48 1.076
37 N 2.04 4.89 4.73  C36 1.457, C38 1.423, H49 1.040
38 C 0.99 3.94 4.83  N37 1.423, C39 1.501, H50 1.067, H51 1.096
39 C -0.38 4.36 4.36  C38 1.501, O40 1.411, H52 1.133, H53 1.109
40 O -0.76 5.48 5.11  C39 1.411, C41 1.373
41 C -1.99 6.04 4.85  O40 1.373, H54 1.105, H55 1.065, H56 1.098
42 H 2.25 4.70 9.15  C33 1.102
43 H 3.30 6.10 9.37  C33 1.103
44 H 3.99 4.47 9.27  C33 1.067
45 H 2.44 3.47 7.02  C35 1.111
46 H 4.15 3.50 7.08  C35 1.105
47 H 3.52 3.44 4.79  C36 1.098
48 H 4.08 5.12 5.03  C36 1.076
49 H 1.66 5.77 5.12  N37 1.040
50 H 0.94 3.41 5.76  C38 1.067
51 H 1.25 3.12 4.16  C38 1.096
52 H -1.04 3.45 4.49  C39 1.133
53 H -0.28 4.64 3.29  C39 1.109
54 H -2.02 6.69 3.96  C41 1.105
55 H -2.14 6.63 5.73  C41 1.065
56 H -2.75 5.26 4.70  C41 1.098
57 C -3.63 0.48 3.84  O58 1.404, H66 1.109, H67 1.075, H68 1.066
58 O -3.52 -0.12 2.58  C57 1.404, C59 1.461
59 C -2.81 0.70 1.61  O58 1.461, C60 1.532, H69 1.068, H70 1.085
60 C -3.65 1.47 0.59  C59 1.532, N61 1.468, H71 1.064, H72 1.128
61 N -4.03 2.77 1.16  C60 1.468, C62 1.449, H73 1.005
62 C -5.15 3.38 0.46  N61 1.449, C63 1.499, H74 1.099, H75 1.095
63 C -5.87 4.35 1.34  C62 1.499, O64 1.435, H76 1.092, H77 1.091
64 O -6.42 3.64 2.46  C63 1.435, C65 1.391
65 C -7.76 3.33 2.26  O64 1.391, H78 1.062, H79 1.096, H80 1.110
66 H -2.64 0.58 4.33  C57 1.109
67 H -4.14 -0.23 4.47  C57 1.075
68 H -4.12 1.43 3.88  C57 1.066
69 H -2.17 0.00 1.11  C59 1.068
70 H -2.17 1.39 2.15  C59 1.085
71 H -4.43 0.91 0.13  C60 1.064
72 H -2.91 1.62 -0.25  C60 1.128
73 H -4.42 2.55 2.06  N61 1.005
74 H -5.94 2.66 0.19  C62 1.099
75 H -4.82 3.91 -0.43  C62 1.095
76 H -6.69 4.79 0.76  C63 1.092
77 H -5.18 5.06 1.80  C63 1.091
78 H -8.03 2.61 1.54  C65 1.062
79 H -8.33 4.25 2.06  C65 1.096
80 H -8.23 2.96 3.20  C65 1.110
81 C 2.41 -2.57 -5.33  O82 1.415, H90 1.090, H91 1.110, H92 1.100
82 O 1.62 -2.81 -4.18  C81 1.415, C83 1.504
83 C 0.21 -2.50 -4.62  O82 1.504, C84 1.494, H93 1.080, H94 1.064
84 C -0.35 -3.60 -5.47  C83 1.494, N85 1.459, H95 1.086, H96 1.088
85 N -0.58 -4.88 -4.81  C84 1.459, C86 1.490, H97 1.044
86 C 0.63 -5.68 -4.43  N85 1.490, C87 1.530, H98 1.125, H99 1.109
87 C 0.26 -7.16 -4.53  C86 1.530, O88 1.423, H100 1.093, H101 1.092
88 O 1.30 -8.09 -4.26  C87 1.423, C89 1.432
89 C 2.12 -7.69 -3.16  O88 1.432, H102 1.060, H103 1.096, H104 1.098
90 H 2.43 -3.36 -6.08  C81 1.090
91 H 3.41 -2.59 -4.85  C81 1.110
92 H 2.24 -1.60 -5.80  C81 1.100
93 H 0.20 -1.51 -5.04  C83 1.080
94 H -0.25 -2.60 -3.67  C83 1.064
95 H 0.22 -3.74 -6.38  C84 1.086
96 H -1.30 -3.19 -5.82  C84 1.088
97 H -1.22 -4.86 -3.99  N85 1.044
98 H 1.07 -5.32 -3.46  C86 1.125
99 H 1.43 -5.45 -5.17  C86 1.109
100 H -0.26 -7.28 -5.49  C87 1.093
101 H -0.54 -7.33 -3.81  C87 1.092
102 H 1.50 -7.15 -2.49  C89 1.060
103 H 2.95 -7.06 -3.50  C89 1.096
104 H 2.54 -8.60 -2.71  C89 1.098
105 C 1.91 8.61 -6.88  O106 1.458, H114 1.070, H115 1.074, H116 1.105
106 O 1.52 7.68 -5.84  C105 1.458, C107 1.412
107 C 2.63 7.25 -5.09  O106 1.412, C108 1.451, H117 1.074, H118 1.126
108 C 2.15 6.32 -4.08  C107 1.451, N109 1.479, H119 1.084, H120 1.071
109 N 3.26 5.72 -3.30  C108 1.479, C110 1.482, H121 1.011
110 C 3.34 4.30 -3.70  N109 1.482, C111 1.553, H122 1.065, H123 1.102
111 C 4.15 3.43 -2.71  C110 1.553, O112 1.438, H124 1.102, H125 1.098
112 O 4.50 2.13 -3.19  C111 1.438, C113 1.422
113 C 3.40 1.36 -3.64  O112 1.422, H126 1.102, H127 1.090, H128 1.093
114 H 2.22 9.53 -6.42  C105 1.070
115 H 0.99 8.74 -7.42  C105 1.074
116 H 2.70 8.26 -7.58  C105 1.105
117 H 3.15 8.11 -4.71  C107 1.074
118 H 3.29 6.70 -5.82  C107 1.126
119 H 1.51 5.59 -4.55  C108 1.084
120 H 1.61 6.94 -3.39  C108 1.071
121 H 3.02 5.76 -2.32  N109 1.011
122 H 3.74 4.24 -4.69  C110 1.065
123 H 2.31 3.92 -3.75  C110 1.102
124 H 3.55 3.33 -1.79  C111 1.102
125 H 5.12 3.92 -2.54  C111 1.098
126 H 3.22 1.54 -4.71  C113 1.102
127 H 2.51 1.47 -3.02  C113 1.090
128 H 3.71 0.31 -3.64  C113 1.093
129 C -3.53 -6.25 -1.49  O130 1.364, H138 1.060, H139 1.110, H140 1.091
130 O -2.92 -5.66 -2.56  C129 1.364, C131 1.425
131 C -3.84 -4.94 -3.36  O130 1.425, C132 1.496, H141 1.099, H142 1.056
132 C -4.56 -3.86 -2.61  C131 1.496, N133 1.463, H143 1.119, H144 1.075
133 N -3.61 -2.93 -2.00  C132 1.463, C134 1.449, H145 1.016
134 C -4.10 -2.14 -0.88  N133 1.449, C135 1.541, H146 1.097, H147 1.125
135 C -4.51 -2.96 0.36  C134 1.541, O136 1.443, H148 1.129, H149 1.093
136 O -3.33 -3.59 0.90  C135 1.443, C137 1.393
137 C -3.70 -4.40 1.97  O136 1.393, H150 1.098, H151 1.100, H152 1.098
138 H -4.42 -6.78 -1.70  C129 1.060
139 H -3.92 -5.58 -0.70  C129 1.110
140 H -2.78 -6.89 -1.03  C129 1.091
141 H -4.57 -5.66 -3.76  C131 1.099
142 H -3.31 -4.48 -4.15  C131 1.056
143 H -5.22 -4.36 -1.86  C132 1.119
144 H -5.21 -3.39 -3.33  C132 1.075
145 H -2.76 -3.40 -1.71  N133 1.016
146 H -4.84 -1.38 -1.15  C134 1.097
147 H -3.19 -1.61 -0.49  C134 1.125
148 H -5.30 -3.75 0.18  C135 1.129
149 H -4.91 -2.23 1.07  C135 1.093
150 H -2.76 -4.69 2.46  C137 1.098
151 H -4.38 -5.25 1.79  C137 1.100
152 H -4.27 -3.77 2.67  C137 1.098
153 C 0.00 1.72 -5.17  O154 1.404, H162 1.080, H163 1.092, H164 1.095
154 O -0.95 0.75 -4.83  C153 1.404, C155 1.416
155 C -1.83 1.11 -3.78  O154 1.416, C156 1.541, H165 1.108, H166 1.105
156 C -2.68 -0.10 -3.34  C155 1.541, N157 1.432, H167 1.078, H168 1.084
157 N -3.77 -0.47 -4.19  C156 1.432, C158 1.477, H169 1.034
158 C -3.39 -1.03 -5.50  N157 1.477, C159 1.566, H170 1.108, H171 1.121
159 C -4.68 -1.51 -6.25  C158 1.566, O160 1.423, H172 1.113, H173 1.109
160 O -5.08 -2.67 -5.53  C159 1.423, C161 1.442
161 C -6.34 -3.14 -6.04  O160 1.442, H174 1.082, H175 1.092, H176 1.078
162 H 0.78 1.82 -4.43  C153 1.080
163 H -0.53 2.67 -5.23  C153 1.092
164 H 0.37 1.36 -6.14  C153 1.095
165 H -2.43 1.95 -4.17  C155 1.108
166 H -1.22 1.52 -2.96  C155 1.105
167 H -3.12 0.12 -2.38  C156 1.078
168 H -2.00 -0.92 -3.17  C156 1.084
169 H -4.37 -1.17 -3.71  N157 1.034
170 H -2.71 -1.90 -5.41  C158 1.108
171 H -2.80 -0.31 -6.12  C158 1.121
172 H -4.41 -1.83 -7.28  C159 1.113
173 H -5.52 -0.79 -6.29  C159 1.109
174 H -6.43 -4.10 -5.56  C161 1.082
175 H -6.30 -3.43 -7.10  C161 1.092
176 H -7.18 -2.47 -5.92  C161 1.078
177 C 0.71 -6.21 5.39  O178 1.395, H186 1.103, H187 1.125, H188 1.100
178 O 0.03 -5.04 5.07  C177 1.395, C179 1.390
179 C -0.15 -4.88 3.70  O178 1.390, C180 1.525, H189 1.076, H190 1.088
180 C -0.73 -3.48 3.54  C179 1.525, N181 1.457, H191 1.112, H192 1.139
181 N 0.13 -2.37 3.94  C180 1.457, C182 1.439, H193 1.005
182 C -0.37 -1.08 3.55  N181 1.439, C183 1.504, H194 1.121, H195 1.062
183 C 0.62 -0.04 4.00  C182 1.504, O184 1.422, H196 1.099, H197 1.082
184 O 0.52 0.22 5.39  C183 1.422, C185 1.404
185 C 1.20 -0.70 6.21  O184 1.404, H198 1.101, H199 1.102, H200 1.103
186 H 0.75 -6.33 6.49  C177 1.103
187 H 1.75 -6.19 4.95  C177 1.125
188 H 0.21 -7.08 4.93  C177 1.100
189 H -0.86 -5.53 3.23  C179 1.076
190 H 0.77 -4.92 3.12  C179 1.088
191 H -1.72 -3.41 4.04  C180 1.112
192 H -0.86 -3.41 2.41  C180 1.139
193 H 0.33 -2.55 4.91  N181 1.005
194 H -1.40 -0.89 3.95  C182 1.121
195 H -0.57 -0.92 2.52  C182 1.062
196 H 0.29 0.89 3.51  C183 1.099
197 H 1.60 -0.36 3.69  C183 1.082
198 H 1.82 -1.40 5.65  C185 1.101
199 H 0.48 -1.21 6.87  C185 1.102
200 H 1.87 -0.05 6.80  C185 1.103
201 C 3.50 10.80 1.54  O202 1.415, H210 1.104, H211 1.091, H212 1.075
202 O 3.00 10.30 0.32  C201 1.415, C203 1.396
203 C 1.88 9.47 0.44  O202 1.396, C204 1.514, H213 1.102, H214 1.113
204 C 1.12 9.43 -0.87  C203 1.514, N205 1.492, H215 1.102, H216 1.094
205 N 0.25 8.22 -0.91  C204 1.492, C206 1.476, H217 1.026
206 C -0.95 8.49 -0.10  N205 1.476, C207 1.501, H218 1.122, H219 1.097
207 C -1.86 7.30 -0.11  C206 1.501, O208 1.451, H220 1.092, H221 1.071
208 O -1.26 6.29 0.75  C207 1.451, C209 1.412
209 C -1.94 5.07 0.54  O208 1.412, H222 1.080, H223 1.085, H224 1.118
210 H 2.77 11.49 2.00  C201 1.104
211 H 4.42 11.31 1.25  C201 1.091
212 H 3.85 10.01 2.18  C201 1.075
213 H 1.22 9.76 1.27  C203 1.102
214 H 2.12 8.40 0.67  C203 1.113
215 H 1.75 9.34 -1.77  C204 1.102
216 H 0.49 10.29 -1.12  C204 1.094
217 H 0.77 7.42 -0.55  N205 1.026
218 H -1.47 9.30 -0.68  C206 1.122
219 H -0.82 8.87 0.92  C206 1.097
220 H -1.95 6.90 -1.12  C207 1.092
221 H -2.79 7.57 0.35  C207 1.071
222 H -1.29 4.34 0.99  C209 1.080
223 H -2.17 4.85 -0.50  C209 1.085
224 H -2.93 5.06 1.06  C209 1.118
225 C -2.48 -8.84 4.35  O226 1.458, H234 1.104, H235 1.103, H236 1.060
226 O -1.49 -8.90 3.28  C225 1.458, C227 1.393
227 C -2.02 -8.53 2.05  O226 1.393, C228 1.498, H237 1.133, H238 1.131
228 C -0.98 -8.72 0.98  C227 1.498, N229 1.477, H239 1.090, H240 1.103
229 N 0.19 -7.88 1.30  C228 1.477, C230 1.437, H241 1.015
230 C 1.27 -7.99 0.36  N229 1.437, C231 1.497, H242 1.059, H243 1.104
231 C 2.46 -7.17 0.74  C230 1.497, O232 1.447, H244 1.089, H245 1.112
232 O 2.87 -7.47 2.09  C231 1.447, C233 1.407
233 C 3.80 -6.55 2.61  O232 1.407, H246 1.096, H247 1.113, H248 1.104
234 H -1.93 -9.06 5.28  C225 1.104
235 H -3.20 -9.67 4.26  C225 1.103
236 H -2.96 -7.90 4.34  C225 1.060
237 H -2.33 -7.44 2.06  C227 1.133
238 H -2.98 -9.10 1.89  C227 1.131
239 H -1.41 -8.42 0.03  C228 1.090
240 H -0.75 -9.80 0.89  C228 1.103
241 H 0.51 -8.08 2.24  N229 1.015
242 H 0.88 -7.80 -0.61  C230 1.059
243 H 1.59 -9.05 0.31  C230 1.104
244 H 2.22 -6.11 0.73  C231 1.089
245 H 3.30 -7.32 0.03  C231 1.112
246 H 4.76 -6.92 2.25  C233 1.096
247 H 3.72 -6.58 3.72  C233 1.113
248 H 3.53 -5.56 2.20  C233 1.104
249 C 0.49 -4.04 -0.57  O250 1.417, H258 1.095, H259 1.113, H260 1.101
250 O 0.72 -2.73 -0.07  C249 1.417, C251 1.443
251 C -0.33 -1.81 -0.38  O250 1.443, C252 1.520, H261 1.097, H262 1.091
252 C 0.36 -0.49 -0.70  C251 1.520, N253 1.454, H263 1.071, H264 1.081
253 N 0.82 0.10 0.55  C252 1.454, C254 1.457, H265 1.002
254 C 1.75 1.21 0.40  N253 1.457, C255 1.526, H266 1.066, H267 1.076
255 C 1.00 2.47 -0.05  C254 1.526, O256 1.383, H268 1.091, H269 1.091
256 O 0.93 2.53 -1.43  C255 1.383, C257 1.483
257 C 0.22 3.70 -1.99  O256 1.483, H270 1.070, H271 1.128, H272 1.085
258 H 1.33 -4.63 -0.20  C249 1.095
259 H 0.45 -4.11 -1.68  C249 1.113
260 H -0.46 -4.43 -0.17  C249 1.101
261 H -1.06 -1.69 0.43  C251 1.097
262 H -0.89 -2.19 -1.24  C251 1.091
263 H -0.32 0.18 -1.19  C252 1.071
264 H 1.22 -0.76 -1.28  C252 1.081
265 H 1.38 -0.49 1.13  N253 1.002
266 H 2.49 0.95 -0.32  C254 1.066
267 H 2.15 1.44 1.37  C254 1.076
268 H 1.51 3.36 0.32  C255 1.091
269 H 0.03 2.46 0.44  C255 1.091
270 H 0.19 3.43 -3.03  C257 1.070
271 H 0.80 4.66 -1.85  C257 1.128
272 H -0.78 3.79 -1.59  C257 1.085

Results of the Mulliken charge analysis, in e, for atoms 1 through 8: atom 1 (C): 0.428, atom 2 (O): -0.399, atom 3 (N): 0.580, atom 4 (N): -0.364, atom 5 (H): 0.045, atom 6 (H): -0.566, atom 7 (H): 0.233, atom 8 (H): 0.118